C35H78N3O11Y | ωB97M-V/def2-TZVPD

Structure (ORCA input):
```
! RIJCOSX wB97M-V def2-TZVPD def2/J DEFGRID3
* xyz 0 1
Y -0.071 0.346 -0.316
C 0.966 1.673 -4.046
C 0.351 2.959 -3.655
C 0.246 3.767 -5.042
C -0.535 5.062 -4.868
C -1.934 4.786 -4.340
C -1.915 4.031 -2.949
N -1.011 2.857 -3.053
O -1.044 1.944 -1.904
C -3.406 3.661 -2.683
C -1.562 5.066 -1.788
C 1.439 3.749 -2.839
H 0.568 1.389 -5.020
H 0.871 0.920 -3.264
H 2.028 1.885 -4.168
H -0.246 3.164 -5.804
H 1.243 3.964 -5.437
H -0.671 5.683 -5.753
H -0.017 5.755 -4.205
H -2.537 4.300 -5.108
H -2.423 5.743 -4.153
H -4.176 4.411 -2.867
H -3.500 3.256 -1.676
H -3.715 2.853 -3.346
H -2.355 5.791 -1.609
H -0.645 5.569 -2.094
H -1.332 4.494 -0.889
H 1.257 4.823 -2.812
H 2.482 3.585 -3.112
H 1.423 3.655 -1.753
C 0.713 -2.160 -4.492
C 1.699 -2.751 -3.371
C 2.780 -3.609 -4.152
C 3.999 -3.995 -3.196
C 4.736 -2.653 -3.005
C 3.785 -1.547 -2.314
N 2.347 -1.649 -2.598
O 1.442 -0.991 -1.714
C 4.409 -0.215 -2.870
C 4.019 -1.597 -0.760
C 1.000 -3.873 -2.542
H -0.087 -1.534 -4.097
H 0.423 -2.925 -5.213
H 1.368 -1.512 -5.074
H 3.038 -3.053 -5.054
H 2.501 -4.560 -4.605
H 4.664 -4.695 -3.703
H 3.678 -4.418 -2.244
H 5.098 -2.180 -3.918
H 5.590 -2.985 -2.415
H 4.121 0.546 -2.143
H 3.958 0.240 -3.752
H 5.486 -0.196 -3.031
H 3.724 -2.504 -0.233
H 3.482 -0.798 -0.250
H 5.093 -1.692 -0.603
H 0.065 -3.397 -2.243
H 1.525 -4.052 -1.603
H 0.790 -4.772 -3.120
C 0.250 0.386 4.388
C 0.960 -1.019 4.240
C 0.369 -1.970 5.325
C 0.635 -3.505 5.184
C 0.255 -3.917 3.722
C 0.751 -3.019 2.570
N 0.560 -1.585 2.937
O 0.580 -0.635 1.801
C -0.057 -3.446 1.283
C 2.185 -3.475 2.420
C 2.497 -0.866 4.443
H 0.853 1.156 3.907
H 0.066 0.593 5.442
H -0.754 0.339 3.965
H -0.703 -1.839 5.474
H 0.624 -1.774 6.367
H 0.084 -4.013 5.975
H 1.609 -3.910 5.460
H -0.834 -3.905 3.677
H 0.582 -4.954 3.650
H -0.099 -4.535 1.265
H 0.469 -3.168 0.369
H -1.107 -3.164 1.202
H 2.706 -3.637 3.364
H 2.762 -2.816 1.771
H 2.159 -4.404 1.850
H 2.590 -0.393 5.421
H 3.150 -0.331 3.754
H 2.853 -1.887 4.586
C -4.557 1.904 3.017
C -3.416 2.906 2.808
O -3.023 3.107 1.451
O -4.844 1.605 4.332
H -4.217 0.968 2.574
H -5.474 2.150 2.481
H -2.509 2.525 3.277
H -3.667 3.802 3.375
H -3.855 3.032 0.979
H -5.728 1.237 4.404
C -3.123 -1.160 4.470
C -3.778 -2.486 4.950
O -4.889 -2.776 4.132
O -2.359 -1.328 3.281
H -2.623 -0.573 5.240
H -4.056 -0.631 4.276
H -4.094 -2.487 5.993
H -3.040 -3.274 4.799
H -5.666 -2.363 4.516
H -1.580 -1.830 3.532
C 0.836 3.135 1.294
C 2.114 2.458 0.956
O 1.995 1.613 -0.173
O -0.256 2.228 1.173
H 0.679 4.016 0.672
H 0.920 3.607 2.273
H 2.296 1.801 1.807
H 2.970 3.130 0.904
H 2.907 1.383 -0.363
H -1.024 2.752 1.412
C -2.887 -1.094 -1.072
C -3.305 -0.149 0.114
O -2.127 0.141 0.711
O -1.632 -0.902 -1.627
H -3.640 -0.799 -1.803
H -2.938 -2.160 -0.851
H -4.001 -0.696 0.750
H -3.692 0.785 -0.293
H -2.355 0.027 1.637
H -1.587 -1.527 -2.354
*
```

The value obtained for the total energy is -2410.35257 hartree. The orbital gap is 5.8 eV.